# 1
Computed, not measured: an isolated ion of composition C10H17N2 and charge +1, with wB97M-V/def2-TZVPD.

SMILES string	C=N[C@@]12CCC[C@H]3CC[C@]31[N@H+]2C
gap between HOMO and LUMO	9.0855	eV
energy relative to the best compared isomer or geometry (same formula, charge and spin)	81.6	kcal/mol

Structure (ORCA input):
```
! wB97M-V def2-TZVPD RIJCOSX def2/J DEFGRID3
* xyz 1 1
C -2.680 0.888 1.276
N -2.010 0.160 0.487
C -1.055 0.442 -0.380
C -0.307 1.814 -0.641
C 1.053 1.880 0.165
C 2.009 1.056 -0.585
C 1.680 -0.423 -0.321
C 1.886 -0.951 1.104
C 0.440 -1.474 1.125
C 0.273 -0.838 -0.163
N -0.842 -0.883 -1.198
C -1.786 -1.955 -1.119
H -3.319 0.400 1.984
H -2.656 1.998 1.279
H -0.992 2.606 -0.279
H -0.136 2.141 -1.651
H 1.040 1.580 1.225
H 1.392 2.869 0.105
H 2.070 1.217 -1.687
H 2.927 1.308 -0.237
H 2.146 -1.204 -1.003
H 2.256 -0.050 1.760
H 2.730 -1.712 1.363
H 0.312 -2.554 1.012
H -0.015 -0.885 1.899
H -0.487 -0.676 -2.186
H -1.160 -2.827 -1.430
H -2.164 -2.167 -0.104
H -2.607 -1.759 -1.802
*
```

# 2
Computed, not measured: a 4-piece molecular cluster, C24H38N2O8 overall, with wB97M-V/def2-TZVPD.

SMILES string	NCCCCc1cccc2c1C(=O)NC2=O.CCOC(C)=O.CCOC(C)=O.CCOC(C)=O
gap between HOMO and LUMO	8.4610	eV
energy relative to the best compared isomer or geometry (same formula, charge and spin)	15.3	kcal/mol

Structure (ORCA input):
```
! wB97M-V def2-TZVPD RIJCOSX def2/J DEFGRID3
* xyz 0 1
N -4.359 0.515 1.588
C -4.195 -0.945 1.573
C -4.009 -1.560 2.986
C -2.742 -2.411 3.118
C -1.430 -1.565 3.192
C -0.472 -2.064 2.119
C 0.161 -3.289 2.265
C 0.981 -3.741 1.274
C 1.246 -3.019 0.138
C 0.627 -1.821 0.008
C -0.227 -1.337 0.999
C -0.716 0.027 0.551
O -1.131 0.942 1.216
N -0.501 0.015 -0.870
C 0.692 -0.774 -1.089
O 1.524 -0.548 -1.929
H -3.612 0.989 1.103
H -4.442 0.876 2.525
H -3.369 -1.258 0.923
H -5.112 -1.353 1.134
H -4.085 -0.798 3.765
H -4.852 -2.244 3.136
H -2.777 -3.047 4.006
H -2.692 -3.061 2.241
H -0.912 -1.691 4.146
H -1.649 -0.508 3.054
H -0.021 -3.867 3.161
H 1.453 -4.700 1.440
H 1.918 -3.365 -0.631
H -1.326 -0.322 -1.353
C -0.531 6.718 2.114
C -1.041 5.605 3.000
O -2.344 5.171 2.598
C -2.529 4.259 1.625
C -1.371 3.925 0.715
O -3.621 3.793 1.452
H -0.420 6.381 1.086
H 0.438 7.074 2.462
H -1.231 7.555 2.104
H -0.346 4.765 3.039
H -1.150 5.963 4.023
H -1.397 4.591 -0.149
H -1.480 2.903 0.378
H -0.398 3.991 1.198
C 2.751 3.603 -3.310
C 2.154 3.380 -1.937
O 2.383 4.501 -1.074
C 1.579 5.577 -1.026
C 0.556 5.782 -2.119
O 1.735 6.389 -0.155
H 2.286 4.448 -3.819
H 2.622 2.715 -3.931
H 3.815 3.824 -3.228
H 1.092 3.131 -1.980
H 2.649 2.536 -1.459
H 0.999 6.384 -2.912
H -0.289 6.321 -1.697
H 0.164 4.858 -2.537
C 4.230 -6.021 -3.753
C 3.929 -6.712 -2.439
O 2.978 -5.976 -1.663
C 1.646 -6.105 -1.802
C 1.093 -6.821 -3.010
O 0.926 -5.579 -0.998
H 3.343 -5.954 -4.384
H 5.002 -6.561 -4.302
H 4.573 -5.002 -3.574
H 3.604 -7.744 -2.578
H 4.834 -6.750 -1.834
H 0.918 -6.096 -3.803
H 0.146 -7.276 -2.730
H 1.730 -7.621 -3.380
*
```

# 3
Computed, not measured: one molecule with the formula C8H9N5OS, with wB97M-V/def2-TZVPD.

SMILES string	Cc1nn2c(=S)nc(N)cc2n(C)c1=O
gap between HOMO and LUMO	7.1895	eV
energy relative to the best compared isomer or geometry (same formula, charge and spin)	2.6	kcal/mol

Structure (ORCA input):
```
! wB97M-V def2-TZVPD RIJCOSX def2/J DEFGRID3
* xyz 0 1
C 1.910 2.958 1.077
C 1.192 1.620 1.075
N 0.223 1.442 0.159
N -0.408 0.232 0.010
C -1.447 0.055 -0.974
S -1.874 1.315 -2.007
N -2.085 -1.158 -1.189
C -1.727 -2.074 -0.354
N -2.412 -3.213 -0.542
C -0.744 -1.974 0.680
C -0.040 -0.813 0.851
N 0.956 -0.693 1.852
C 1.489 -1.882 2.533
C 1.577 0.540 1.962
O 2.462 0.667 2.777
H 2.008 3.369 0.108
H 1.392 3.666 1.719
H 2.907 2.812 1.484
H -2.037 -4.066 -0.127
H -2.984 -3.236 -1.367
H -0.651 -2.818 1.337
H 0.694 -2.261 3.181
H 2.397 -1.698 3.110
H 1.773 -2.625 1.785
*
```

# 4
Computed, not measured: a 2-piece molecular cluster, C2H7ClNOP overall, with wB97M-V/def2-TZVPD.

gap between HOMO and LUMO	10.0752	eV
energy relative to the best compared isomer or geometry (same formula, charge and spin)	60.4	kcal/mol

Structure (ORCA input):
```
! wB97M-V def2-TZVPD RIJCOSX def2/J DEFGRID3
* xyz 0 1
C 1.802 1.295 -1.083
C 0.654 -1.455 0.741
N 0.441 1.273 -0.443
O -1.484 0.495 1.064
P -0.204 0.253 0.520
Cl -5.210 0.003 -0.129
H 1.611 0.935 -2.075
H 2.530 0.681 -0.626
H 2.119 2.310 -1.209
H 0.016 -2.283 0.612
H 1.297 -1.567 -0.095
H 1.403 -1.517 1.656
H -4.974 -0.423 1.068
*
```

# 5
Computed, not measured: C9H9N5OsS2 as an isolated structure, with wB97M-V/def2-TZVPD.

gap between HOMO and LUMO (alpha / beta)	4.8719 / 4.8707	eV

Structure (ORCA input):
```
! wB97M-V def2-TZVPD RIJCOSX def2/J DEFGRID3
* xyz 2 1
Os -1.561 0.112 1.512
C 0.992 -1.273 -1.560
C 0.243 -0.583 -0.485
N -0.608 -1.123 0.310
N -0.863 -2.482 0.228
C -1.856 -2.829 0.979
N -2.278 -4.083 1.072
S -2.762 -1.637 1.991
C 0.265 0.931 -0.269
C 1.404 1.629 -0.934
C 2.188 2.498 -0.249
C 1.938 2.746 1.117
C 0.893 2.074 1.776
N 0.142 1.189 1.172
H 0.657 -2.300 -1.664
H 2.061 -1.267 -1.331
H 0.855 -0.746 -2.506
H -1.815 -4.804 0.536
H -3.050 -4.344 1.663
H 1.558 1.442 -1.989
H 3.000 3.009 -0.748
H 2.528 3.460 1.674
H 0.679 2.275 2.819
S -2.015 2.779 -2.827
C -1.484 1.987 -1.638
N -1.111 1.341 -0.647
*
```

# 6
Computed, not measured: an isolated ion of composition C18H31Br2ClF3N2 and charge +1, with wB97M-V/def2-TZVPD.

SMILES string	C=CC[C@H]1[C@@H](CC[C@@](F)(Br)C(F)(F)Br)[NH2+]C[C@@]1(NCCCC)[C@H](Cl)CC
gap between HOMO and LUMO	9.9157	eV

Structure (ORCA input):
```
! wB97M-V def2-TZVPD RIJCOSX def2/J DEFGRID3
* xyz 1 1
C 0.317 -4.723 1.971
C 0.524 -3.447 2.197
C 1.137 -2.461 1.248
C 0.447 -1.089 1.287
C 1.369 0.178 1.112
C 2.899 0.064 1.147
C 3.618 -0.069 -0.201
C 4.029 1.284 -0.809
F 3.169 2.278 -0.379
Br 5.804 1.775 -0.286
C 3.890 1.255 -2.348
F 4.597 0.228 -2.845
F 2.555 0.978 -2.591
Br 4.326 2.874 -3.239
N 0.842 0.929 -0.095
C -0.296 0.156 -0.652
C -0.862 -0.697 0.478
N -1.628 0.112 1.432
C -2.542 1.168 0.987
C -1.973 2.589 1.159
C -2.411 3.580 0.078
C -1.471 3.652 -1.124
C -1.821 -1.765 -0.207
Cl -1.148 -3.401 -0.431
C -2.441 -1.353 -1.550
C -3.577 -2.271 -1.984
H -0.112 -5.358 2.732
H 0.562 -5.187 1.024
H 0.297 -3.049 3.184
H 1.241 -2.880 0.248
H 2.149 -2.297 1.621
H 0.127 -0.976 2.322
H 1.090 0.828 1.939
H 3.160 -0.801 1.747
H 3.299 0.927 1.678
H 3.021 -0.633 -0.923
H 4.527 -0.646 -0.058
H 1.538 1.058 -0.830
H 0.546 1.860 0.195
H -0.975 0.832 -1.158
H 0.142 -0.528 -1.379
H -2.083 -0.511 2.086
H -2.877 1.022 -0.046
H -3.445 1.091 1.591
H -0.879 2.538 1.217
H -2.282 2.962 2.136
H -3.416 3.315 -0.263
H -2.498 4.576 0.512
H -1.658 4.545 -1.720
H -0.426 3.713 -0.802
H -1.589 2.806 -1.807
H -2.655 -1.877 0.485
H -2.854 -0.346 -1.449
H -1.680 -1.330 -2.332
H -4.065 -1.856 -2.865
H -3.221 -3.266 -2.241
H -4.334 -2.355 -1.201
*
```

# 7
Computed, not measured: a 2-piece molecular cluster, C3H9N5 overall, with wB97M-V/def2-TZVPD.

gap between HOMO and LUMO	5.6387	eV
energy relative to the best compared isomer or geometry (same formula, charge and spin)	71.7	kcal/mol

Structure (ORCA input):
```
! wB97M-V def2-TZVPD RIJCOSX def2/J DEFGRID3
* xyz 2 1
C 1.588 -0.174 0.099
C -0.443 1.088 -0.216
C 0.777 -1.472 0.088
N -3.267 -0.625 0.204
N 0.936 0.901 -0.142
N 2.843 -0.286 0.404
N -0.786 2.268 -0.495
N -4.279 -1.051 0.240
H 0.777 -1.949 -0.884
H -0.265 -0.996 0.358
H 1.455 1.713 -0.300
H 3.150 -1.274 0.517
H 3.613 0.362 0.169
H -1.849 2.412 -0.395
H -0.291 3.210 -0.654
H -4.907 -1.867 0.131
H 0.948 -2.260 0.875
*
```

no.,molar mass (g/mol)
1,165.26
2,482.57
3,223.26
4,127.51
5,441.57
6,527.72
7,115.14